Record 1
DFT (the ωB97M-V functional and the def2-TZVPD basis) results for 2 unconnected molecules or ions with the total composition N2O4 at a distorted geometry.

Results
LUMO energy (alpha / beta) (eV): -0.729 / -0.939
DFT total energy (Eh): -410.1799
HOMO (alpha / beta) (eV): -9.4933 / -9.2290

```
! wB97M-V def2-TZVPD RIJCOSX def2/J DEFGRID3
* xyz 0 1
N -1.126 0.056 0.049
N 1.128 -0.090 -0.007
O 0.549 -1.124 -0.040
O -2.254 -0.274 0.020
O 2.194 0.382 0.042
O -0.491 1.050 -0.063
*
```

Record 2
DFT (the ωB97M-V functional and the def2-TZVPD basis) results for a molecular structure, N2O7S at a distorted geometry.

Results
LUMO energy (eV): -1.155
DFT total energy (Eh): -1034.0547
HOMO (eV): -11.9068

```
! wB97M-V def2-TZVPD RIJCOSX def2/J DEFGRID3
* xyz 0 1
N 1.621 -0.485 -0.134
N -1.521 -0.597 0.030
O 0.992 0.226 0.840
O -2.665 -0.355 -0.200
O 2.760 -0.798 -0.023
O -1.027 -1.592 0.486
O -0.917 1.704 1.029
O 0.195 1.599 -1.057
O 0.827 -0.639 -1.028
S -0.266 0.936 0.058
*
```

Record 3
DFT (the ωB97M-V functional and the def2-TZVPD basis) results for 2 unconnected molecules or ions with the total composition N3O3S at a distorted geometry.

Results
LUMO energy (eV): 4.148
DFT total energy (Eh): -788.0947
HOMO (eV): -3.3359

```
! wB97M-V def2-TZVPD RIJCOSX def2/J DEFGRID3
* xyz -1 1
N -1.636 0.263 -1.271
N 1.292 -1.219 -0.094
N -1.654 0.357 -0.153
O 1.544 1.460 0.409
O 0.071 -1.471 0.169
O -1.793 0.448 0.964
S 2.176 0.163 -0.024
*
```